Record 1
Entry from OMol25: C20H31As2FeS3Sb as an isolated structure in a non-equilibrium geometry (ωB97M-V with the def2-TZVPD basis set).

Structure (XYZ):
```
58
Properties=species:S:1:pos:R:3:forces:R:3
Fe 0.007980 0.188043 1.675081 -0.5982 -2.7679 -1.5241
C -0.559044 -2.148918 1.594012 -0.2327 0.4553 -0.0260
C 0.384614 -2.436200 0.565397 0.3153 0.0444 -0.0590
C 1.672081 -2.432362 1.136461 -0.1496 -0.2441 0.0176
C 1.540967 -2.185843 2.510182 -0.0167 0.0789 -0.0052
C 0.165743 -2.020935 2.817056 -0.0168 0.1074 -0.0653
C -0.435220 -2.086868 4.189834 -0.0102 -0.1291 -0.0534
C 2.691295 -2.058908 3.454979 -0.0342 0.0202 -0.1245
C 2.977133 -2.696961 0.452440 -0.0979 0.1305 0.0788
C 0.050283 -2.995860 -0.783205 -0.0118 0.1458 0.0713
C -2.048451 -2.320608 1.466339 0.1808 -0.0925 0.0379
H -0.623885 -3.130338 4.470531 0.0404 -0.0043 0.0023
H -1.382076 -1.553793 4.231646 0.0055 0.0029 0.0506
H 0.223703 -1.656808 4.945774 -0.0247 0.0447 -0.0022
H 2.354822 -1.886840 4.476585 0.0475 -0.0052 0.0238
H 3.327206 -1.217168 3.158022 0.0008 0.0081 0.0557
H 3.315141 -2.958391 3.439882 0.0005 0.0003 0.0442
H 3.467004 -3.575881 0.884336 0.0487 0.0033 -0.0551
H 3.665136 -1.852864 0.572620 -0.0115 0.0142 -0.0511
H 2.840535 -2.880109 -0.614367 0.0532 0.0124 -0.0080
H 0.816454 -2.745327 -1.520916 -0.0469 -0.0376 -0.0565
H -0.908224 -2.630915 -1.152357 0.0175 -0.0244 -0.0244
H -0.004273 -4.089086 -0.727147 -0.0171 -0.0099 -0.0308
H -2.338421 -3.369703 1.602331 -0.0616 0.0096 -0.0309
H -2.390835 -2.000246 0.479324 -0.0723 -0.0313 0.0158
H -2.572877 -1.724028 2.212382 -0.0324 -0.0099 -0.0024
C -1.760613 3.435365 1.084740 -0.0219 0.1501 0.0518
As -1.200685 1.807757 0.172965 -0.7620 0.7351 -0.7205
C -2.969812 1.146701 -0.359614 0.0384 -0.1334 0.0678
C -0.728855 2.632368 -1.564068 0.2165 -0.2785 -0.3441
C -0.855773 4.007052 -1.750622 -0.0468 0.0660 0.1940
C -0.582087 4.601925 -2.972136 -0.0212 0.0098 -0.0446
C -0.174828 3.823781 -4.041213 0.0342 0.0367 -0.0703
C -0.023493 2.457689 -3.869928 0.0240 -0.0667 -0.0045
C -0.285790 1.848603 -2.646584 -0.1088 0.3012 0.2446
As 0.005860 -0.063186 -2.377225 -0.0143 -0.0849 -0.2986
C -0.357107 -0.661240 -4.237125 -0.0626 0.0688 0.1267
C 1.957509 0.020180 -2.529306 0.1210 -0.0392 0.0772
H -2.505668 3.973431 0.495178 0.0394 -0.1097 -0.0823
H -0.895604 4.067749 1.282150 0.0301 -0.0601 0.0375
H -2.189053 3.169954 2.044774 0.0763 -0.1329 0.0172
H -3.530079 1.917135 -0.887342 0.0615 0.0624 0.0081
H -3.508513 0.849107 0.539933 0.0380 -0.0108 0.0163
H -2.845730 0.277734 -1.006069 -0.0095 0.0085 0.0111
H -1.176393 4.634550 -0.930254 0.0697 -0.0044 -0.0705
H -0.692215 5.673162 -3.087154 0.0013 0.0029 0.0207
H 0.036670 4.277182 -5.002245 -0.0004 0.0000 0.0034
H 0.314228 1.859213 -4.708145 0.0001 -0.0005 0.0077
H 0.418252 -0.341414 -4.933737 0.0033 0.0243 0.0288
H -1.316592 -0.250490 -4.554204 0.0193 -0.0036 -0.0018
H -0.426907 -1.747933 -4.271805 0.0494 -0.0198 0.0984
H 2.254086 0.644165 -3.373606 -0.0552 -0.0427 -0.0228
H 2.377378 -0.980028 -2.642551 -0.0611 -0.0187 -0.0109
H 2.352929 0.451485 -1.612402 0.0145 0.0312 0.1074
S 0.730932 3.698374 3.725577 0.0244 -0.1110 0.1122
Sb 0.860935 1.412286 3.774920 0.7822 1.6511 1.9505
S -1.541964 0.806544 3.133184 0.3105 0.1243 0.1156
S 2.022166 1.017706 1.566674 -0.0658 0.1227 0.0948
```
Forces are in eV/Å.

Results
Total charge ... -1
Lowest unoccupied orbital energy (spin up / spin down) ... 2.568 / 1.824 eV
HOMO level (spin up / spin down) ... -4.03 / -3.92 eV
Spin multiplicity ... 6
Expectation value of S² ... 8.811
Orbital gap (spin up / spin down) ... 0.242 / 0.211 Ha



Record 2
Entry from OMol25: C20H31B2F4N9O5SW as an isolated structure in a non-equilibrium geometry (ωB97M-V with the def2-TZVPD basis set).

Structure (XYZ):
```
73
Properties=species:S:1:pos:R:3:forces:R:3
W 0.045827 0.444096 1.085409 -0.5096 0.9735 -2.1424
C 3.867134 -1.954482 0.744281 -0.0222 -0.0143 -0.0084
C 2.733388 -1.021052 0.540464 -0.0579 0.0943 -0.1189
N 1.652306 -0.998250 1.241437 0.1617 -0.0697 0.5113
O 1.538370 -1.878050 2.254183 0.3020 -0.3231 -0.4684
B 0.265476 -1.663780 2.932471 -0.1000 -0.4983 0.5774
F 0.238585 -0.177225 3.011172 -0.0600 0.8999 0.7453
F 0.234116 -2.165206 4.146522 -0.0048 -0.4822 0.3983
O -0.948980 -2.013843 2.181691 -0.2215 -0.3906 -0.3738
N -1.096500 -1.356927 1.004440 0.5582 0.5847 0.5565
C -2.059733 -1.721419 0.252441 -0.4544 -0.0400 -0.5078
C -2.985697 -2.827240 0.628109 -0.0120 0.0121 -0.0605
C -2.150699 -1.086898 -1.090183 -0.0725 -0.3531 0.2234
N -1.721842 0.111629 -1.343138 -0.1017 -0.0035 -0.2081
O -1.836505 0.485017 -2.660085 0.0645 0.1188 -0.0512
B -0.631072 0.754147 -3.320376 -0.1575 -0.1547 0.0094
F -1.760268 2.891820 -1.829730 0.0099 -0.0211 0.0509
F -0.790601 0.812419 -4.625755 0.0118 -0.0138 0.0047
O 1.285399 1.383964 -1.721779 -0.0454 -0.0969 -0.0535
N 1.470495 0.488422 -0.635486 -0.1288 0.1252 0.0080
C 2.655400 -0.033033 -0.550284 0.0129 -0.1418 0.0318
C 3.860256 0.296420 -1.350128 -0.0225 0.0150 -0.0345
C -2.638576 -1.921251 -2.230054 0.0132 -0.0154 -0.0022
H 3.866420 -2.341894 1.759271 -0.0131 -0.0074 0.0048
H 4.814648 -1.459442 0.538996 0.0032 0.0022 0.0036
H 3.774527 -2.797359 0.053351 0.0080 -0.0088 0.0102
H -3.052537 -2.893975 1.709574 -0.0221 0.0090 0.0251
H -2.605245 -3.783371 0.258715 -0.0037 0.0042 0.0155
H -3.973582 -2.658980 0.203613 0.0001 -0.0115 0.0040
H 3.650964 0.983556 -2.161476 -0.0039 -0.0039 0.0166
H 4.307300 -0.616967 -1.742519 0.0010 0.0198 -0.0088
H 4.592497 0.756087 -0.678703 0.0088 -0.0158 0.0155
H -3.104800 -2.830856 -1.869745 0.0316 -0.0135 0.0086
H -1.785076 -2.196757 -2.858413 -0.0155 0.0126 -0.0081
H -3.345148 -1.374953 -2.850174 -0.0149 0.0111 0.0057
N 2.299909 0.681634 -4.548490 0.0571 0.0363 0.0463
C 1.678134 -0.025793 -3.613529 -0.1193 0.0448 0.0372
S 1.876528 -1.620275 -3.289011 -0.0137 -0.0313 -0.0281
N 0.721201 0.740515 -2.838752 0.2693 0.1114 0.0812
N -1.070202 0.996618 -0.593340 0.4539 0.0691 0.4800
C -1.535268 2.400544 -0.570535 -0.1766 -0.2073 0.0442
C -2.719246 2.542374 0.327131 0.0099 0.0211 -0.0041
C -3.881588 3.217610 -0.020639 0.0302 -0.0169 -0.0144
C -4.913308 3.318660 0.898718 -0.0146 0.0000 0.0130
C -4.778057 2.753090 2.162270 0.0074 -0.0076 0.0142
C -3.622200 2.077865 2.521001 -0.0184 0.0107 -0.0315
C -2.591981 1.970615 1.596776 -0.1342 -0.0885 -0.0396
O -1.458122 1.310337 1.933720 0.4428 -0.1067 0.0921
H 2.936604 0.221575 -5.182431 0.0029 -0.0038 0.0065
H 2.037230 1.637414 -4.733878 -0.0113 -0.0053 -0.0166
H -0.658296 2.931616 -0.189983 -0.0094 0.0425 0.0328
H -3.968886 3.666393 -1.001091 0.0006 -0.0020 0.0053
H -5.818768 3.847136 0.635641 0.0004 -0.0022 0.0015
H -5.582783 2.842329 2.879605 0.0005 0.0020 -0.0037
H -3.502010 1.638465 3.501889 0.0018 -0.0029 0.0034
C 0.493669 5.475853 3.334821 -0.0134 -0.0005 -0.0043
C 1.432673 4.329776 2.976250 0.0086 0.0281 0.0001
C 1.976518 3.676056 4.242832 0.0047 -0.0146 0.0014
C 2.568872 4.834799 2.086827 0.0111 0.0011 -0.0090
N 0.557268 3.348272 2.277980 0.0440 0.0050 -0.0190
N 1.266607 2.186805 1.797898 -0.0131 -0.1407 0.1145
H 1.044904 6.265651 3.843392 0.0005 -0.0082 0.0017
H -0.304526 5.128731 3.990071 0.0014 0.0001 -0.0036
H 0.044191 5.911538 2.438732 0.0042 0.0019 0.0041
H 2.437522 4.431909 4.877243 0.0078 -0.0046 -0.0044
H 2.757693 2.937339 4.035920 -0.0014 -0.0046 0.0001
H 1.173534 3.201001 4.807576 -0.0041 0.0153 0.0068
H 3.154905 5.583426 2.619330 -0.0082 0.0028 -0.0060
H 2.181979 5.303742 1.178676 0.0003 -0.0035 -0.0003
H 3.273705 4.044874 1.807557 -0.0018 -0.0016 0.0062
H 0.144662 3.799323 1.467501 -0.0412 -0.0083 0.0046
H 1.694782 1.798759 2.641887 0.0648 0.0446 0.0031
H 2.050006 2.452760 1.194924 0.0140 0.0214 0.0044
```
Forces are in eV/Å.

Results
Total charge ... +2
Lowest unoccupied orbital energy (spin up / spin down) ... -6.971 / -7.873 eV
HOMO level (spin up / spin down) ... -13.39 / -13.85 eV
Spin multiplicity ... 3
Expectation value of S² ... 2.018
Orbital gap (spin up / spin down) ... 0.236 / 0.220 Ha